# 1
Molecular formula: C2H4OS2
Method: DFT, ωB97M-V/def2-TZVPD

Each line ends with the Mulliken charge.
Atoms and positions in Å:
1 C 0.03152 0.00849 0.67325  -0.116
2 C 0.30957 -0.04042 -0.70034  -0.701
3 O -0.32327 1.13226 2.96441  -0.420
4 S 0.41405 3.48192 1.18030  -0.296
5 S -0.28880 1.53469 1.34568  0.389
6 H 1.28635 -0.60842 -0.90939  0.285
7 H 0.35880 0.96672 -1.04202  0.253
8 H -0.40325 -0.71632 -1.30599  0.277
9 H -0.92433 0.50485 3.17255  0.331

Atomic forces in eV per Å
C -0.9 0.9 3.0
C 0.7 -1.6 -3.1
O 3.5 4.5 -1.6
S -0.6 -2.2 0.1
S 0.6 -0.8 1.0
H -1.0 0.9 0.6
H 0.3 0.5 -1.6
H 0.7 1.2 1.0
H -3.3 -3.4 0.5

For the electronic energy, the calculation gives -950.0331 Eh. The LUMO energy (alpha / beta) is -0.051 / -0.051 Ha. The HOMO-LUMO gap (alpha / beta) is 7.325 / 7.325 eV. The energy above the lowest of the compared OMol25 structures with the same formula, charge and spin comes out at 110.2 kcal/mol. As for the HOMO energy (alpha / beta): -0.32058 / -0.32057 Ha. Its SMILES is CC#S(O)=S.

***

# 2
Molecular formula: C22H27Cu2N5O6
Method: DFT, ωB97M-V/def2-TZVPD

Each line ends with the Löwdin spin population.
Atoms and positions in Å:
1 Cu -0.64532 -3.39954 -5.60342  0.001
2 Cu 0.55336 5.04409 -2.78206  0.002
3 O 0.80804 -0.89810 0.32594  0.000
4 C 0.28555 -0.30678 -0.80442  0.000
5 O 0.32082 0.91599 -0.88982  -0.002
6 O -0.17688 -0.99390 -1.69338  -0.001
7 H 0.94139 -0.17136 0.93885  0.000
8 O -1.74587 2.58206 -5.69950  0.020
9 C -1.89465 1.87342 -6.81117  0.034
10 O -1.76272 2.43556 -7.93088  0.695
11 O -1.93723 0.68752 -6.71639  0.248
12 H -1.61536 1.84978 -5.09259  0.003
13 N 0.14249 0.33289 5.08362  0.000
14 C -0.57817 1.48568 4.63015  0.000
15 C 0.37116 2.51536 4.83146  0.000
16 C 1.56406 2.03240 5.42118  0.000
17 C 1.41070 0.64657 5.50654  0.000
18 H -0.18700 -0.58746 4.82964  0.000
19 H -1.59289 1.46799 4.26078  0.000
20 H 0.29464 3.57560 4.64061  0.000
21 H 2.47068 2.53996 5.71582  0.000
22 H 2.09001 -0.15543 5.75498  0.000
23 N 6.64198 3.17353 1.93137  0.000
24 C 7.62568 3.91298 2.47111  0.000
25 C 8.77184 3.72189 1.75511  0.000
26 C 8.48818 2.92213 0.64436  0.000
27 C 7.13115 2.50885 0.80574  0.000
28 H 5.74893 3.01497 2.37569  0.000
29 H 7.40136 4.37238 3.42244  0.000
30 H 9.72089 4.15186 2.03943  0.000
31 H 9.04125 2.48844 -0.17566  0.000
32 H 6.61487 1.79642 0.17940  0.000
33 N -6.08141 -4.86545 -5.53908  0.000
34 C -5.29624 -5.61843 -4.70982  0.000
35 C -4.81493 -4.79660 -3.74247  0.000
36 C -5.30779 -3.53197 -4.01323  0.000
37 C -6.01219 -3.56110 -5.24515  0.000
38 H -6.52710 -5.13616 -6.40406  0.000
39 H -5.07442 -6.66595 -4.85081  0.000
40 H -4.09745 -5.01354 -2.96494  0.000
41 H -5.25879 -2.67613 -3.35631  0.000
42 H -6.50758 -2.81715 -5.85140  0.000
43 N -4.55693 5.58602 -0.35699  0.000
44 C -4.56364 7.00478 -0.40043  0.000
45 C -5.58331 7.46103 -1.16179  0.000
46 C -6.19702 6.28157 -1.71160  0.000
47 C -5.66778 5.18781 -1.10730  0.000
48 H -3.96027 5.00745 0.21691  0.000
49 H -3.88797 7.49068 0.28788  0.000
50 H -5.89621 8.48305 -1.31663  0.000
51 H -7.06302 6.16981 -2.34718  0.000
52 H -5.82890 4.15770 -1.38893  0.000
53 N 2.69664 -7.66607 2.28974  0.054
54 C 3.73992 -8.31543 2.82010  0.336
55 C 4.00296 -7.71482 4.05809  0.131
56 C 3.13235 -6.64863 4.18748  0.092
57 C 2.36651 -6.55383 3.02249  0.362
58 H 2.37705 -7.79171 1.33991  -0.002
59 H 4.20893 -9.13747 2.29982  0.012
60 H 4.69409 -7.99892 4.83785  0.002
61 H 3.10323 -5.95576 5.01542  0.000
62 H 1.55847 -5.90075 2.72761  0.014

Atomic forces in eV per Å
Cu -0.2 0.2 0.3
Cu -0.1 -0.2 0.1
O -0.2 -0.5 0.2
C -0.1 0.5 -0.6
O 0.6 2.8 1.1
O -0.6 -2.9 -1.3
H 0.2 0.2 0.1
O -0.2 1.1 -0.3
C 1.4 1.7 1.2
O -0.5 0.4 -0.9
O -0.6 -3.2 -1.0
H 0.0 -0.1 1.1
N -1.4 0.9 -1.1
C 3.8 0.1 1.3
C -1.0 0.2 0.1
C -0.3 -2.2 -0.3
C -0.7 0.7 -0.4
H 0.2 0.1 0.4
H 0.3 -0.1 0.1
H -0.6 -0.1 -0.1
H -0.3 0.2 -0.1
H 0.0 0.2 0.2
N -0.5 -1.5 -1.6
C 0.0 -0.1 1.1
C 1.1 1.1 0.2
C -3.0 -1.8 0.1
C 1.8 1.2 0.2
H 0.2 0.1 -0.3
H 0.4 0.3 -0.1
H 0.0 0.0 -0.2
H 0.5 0.4 0.3
H -0.4 0.3 0.3
N 0.2 -0.9 -1.8
C -0.1 -1.0 -0.4
C 0.6 -0.1 0.4
C -0.8 2.5 -1.3
C 0.5 0.3 2.8
H 0.2 -0.6 0.3
H -0.4 0.1 -0.2
H -0.4 -0.3 0.1
H 0.3 0.1 -0.2
H -0.1 0.0 0.3
N -1.4 1.5 -0.8
C 1.0 -1.4 1.5
C -0.2 -0.8 -0.8
C -1.0 0.1 0.7
C 1.8 -0.4 -0.5
H -0.3 0.2 -0.1
H 0.0 0.3 -0.2
H 0.2 -0.1 0.0
H 0.1 0.4 -0.1
H -0.1 0.0 0.4
N -0.5 0.8 -1.8
C -0.3 -0.4 -0.3
C -0.2 1.1 1.6
C 1.1 0.3 0.9
C -0.3 -1.4 -0.1
H -0.1 -0.2 0.0
H 0.0 0.0 0.1
H 0.1 -0.2 -0.3
H -0.1 -0.1 0.0
H 0.2 0.1 0.0

For the electronic energy, the calculation gives -4859.7071 Eh. The LUMO energy (alpha / beta) is -0.291 / -0.329 Ha. The HOMO-LUMO gap (alpha / beta) is 2.618 / 1.589 eV. The energy above the lowest of the compared OMol25 structures with the same formula, charge and spin comes out at 167.5 kcal/mol. As for the HOMO energy (alpha / beta): -0.38770 / -0.38770 Ha. The net charge is +2. Its spin multiplicity is 3.

***

# 3
Molecular formula: C4H8N2S
Method: DFT, ωB97M-V/def2-TZVPD

Each line ends with the Mulliken charge.
Atoms and positions in Å:
1 C 0.54230 -0.29071 1.95908  -0.746
2 C -1.26586 0.46315 -0.06705  -0.043
3 C 0.42285 -0.40473 -1.45757  -0.392
4 C 0.54564 1.06623 -1.13954  -0.050
5 H 1.11695 0.61245 1.90731  0.256
6 H 0.75843 -1.07304 1.14211  0.128
7 H 0.68910 -0.64506 2.95809  0.380
8 H -2.29800 0.74292 -0.15585  0.276
9 H -1.20161 -1.58511 -0.61776  0.264
10 H 0.53753 -0.56626 -2.54209  0.293
11 H 1.22355 -0.96912 -1.00468  0.233
12 H 1.36054 1.62521 -1.53689  0.409
13 N -0.89041 -0.65463 -0.88837  -0.361
14 N -0.32414 1.55847 -0.34446  -0.496
15 S -1.21688 0.12023 1.78768  -0.148

Atomic forces in eV per Å
C -0.7 -0.9 -1.5
C 0.8 -0.3 1.7
C -0.6 0.4 -0.3
C -0.4 -0.5 0.8
H 0.5 0.3 -0.6
H 0.2 1.2 1.6
H 0.0 -0.7 0.4
H -0.5 0.4 -0.4
H 0.4 0.6 0.0
H -0.5 -0.1 0.2
H 0.5 -0.2 0.4
H 0.5 0.6 -0.1
N -0.1 -0.1 -0.6
N -0.2 -0.9 -1.2
S 0.0 0.0 -0.4

For the electronic energy, the calculation gives -664.8763 Eh. The LUMO energy is 0.033 Ha. The HOMO-LUMO gap is 9.369 eV. The energy above the lowest of the compared OMol25 structures with the same formula, charge and spin comes out at 35.5 kcal/mol. As for the HOMO energy: -0.31166 Ha. Its SMILES is CS[C@H]1N=CCN1.

***

# 4
Molecular formula: C37H62N9O
Method: DFT, ωB97M-V/def2-TZVPD

Each line ends with the Mulliken charge.
Atoms and positions in Å:
1 C 3.18545 -4.88223 -0.17238  -0.782
2 C 3.71193 -3.58354 0.01650  -0.448
3 N 3.17024 -2.36866 -0.23921  -0.084
4 C 1.92110 -2.58202 -0.70627  -0.262
5 C 1.21367 -3.78579 -0.92293  0.085
6 C -0.25912 -3.72381 -1.43334  0.311
7 C -1.07602 -5.02354 -1.18241  -0.945
8 N -1.37155 -5.21530 0.27344  0.001
9 C -1.31581 -3.96787 1.10518  -0.599
10 C -1.44998 -2.62179 0.33528  -0.540
11 O -0.97397 -2.57903 -1.00792  -0.459
12 C 1.85861 -5.04695 -0.67232  -0.460
13 H 3.79339 -5.76484 0.08370  0.391
14 H 4.73669 -3.53698 0.44218  0.367
15 H 1.35348 -1.65050 -0.92373  0.469
16 H -0.17864 -3.63719 -2.54423  0.510
17 H -2.05584 -4.87340 -1.69554  0.245
18 H -0.60613 -5.89199 -1.68033  0.417
19 H -2.24678 -5.73921 0.39111  0.419
20 H -0.64593 -5.84745 0.63851  0.437
21 H -0.32571 -3.97076 1.61621  0.313
22 H -2.06053 -4.06815 1.92596  0.425
23 H -0.86599 -1.86738 0.91924  0.304
24 H -2.50059 -2.24840 0.36091  0.392
25 H 1.34240 -6.00247 -0.84376  0.444
26 C 3.70465 0.63109 0.16690  -0.867
27 C 4.61657 1.85150 0.22471  -0.497
28 C 4.66682 2.47430 1.62213  -0.560
29 C 3.31154 2.91525 2.02634  0.295
30 N 2.26298 3.24953 2.34054  -0.421
31 H 2.66937 0.89496 0.39710  0.361
32 H 3.71343 0.19622 -0.83308  0.122
33 H 4.02846 -0.13541 0.87238  0.325
34 H 4.27082 2.59208 -0.50036  0.344
35 H 5.62616 1.56021 -0.07373  0.286
36 H 5.33691 3.33516 1.63139  0.352
37 H 5.03700 1.75003 2.35059  0.290
38 C -4.14222 -3.51151 -3.96355  -1.276
39 C -5.10087 -4.43465 -4.71121  -0.042
40 C -5.02166 -5.88720 -4.23847  -0.566
41 C -3.65528 -6.41676 -4.45692  0.266
42 N -2.59909 -6.82634 -4.62618  -0.513
43 H -3.10000 -3.79877 -4.12629  0.282
44 H -4.25284 -2.48398 -4.31243  0.444
45 H -4.34055 -3.52686 -2.88689  0.264
46 H -4.88302 -4.38334 -5.77476  -0.128
47 H -6.12194 -4.07169 -4.57440  0.419
48 H -5.73225 -6.50248 -4.79051  0.403
49 H -5.26651 -5.95559 -3.17582  0.393
50 C -1.24393 4.04998 3.16900  -0.941
51 C -1.56372 5.53049 3.33234  -0.479
52 C -1.85567 5.91590 4.78449  0.079
53 C -3.02964 5.16055 5.28386  0.119
54 N -3.93500 4.57601 5.66974  -0.471
55 H -2.08997 3.42245 3.45947  0.406
56 H -1.01344 3.82253 2.12728  0.335
57 H -0.38075 3.76781 3.77591  0.054
58 H -2.42215 5.78135 2.70328  0.326
59 H -0.71815 6.12002 2.97133  0.320
60 H -2.06479 6.98399 4.85595  0.109
61 H -0.99525 5.69746 5.41875  0.126
62 C 7.81001 -1.63934 -3.37582  -1.333
63 C 6.50678 -1.89212 -2.62554  -0.187
64 C 5.26494 -1.62943 -3.48226  0.010
65 C 5.24151 -0.21448 -3.92015  0.210
66 N 5.22159 0.87906 -4.25619  -0.468
67 H 7.90107 -0.59550 -3.68144  0.360
68 H 8.66546 -1.86640 -2.73810  0.363
69 H 7.87646 -2.26584 -4.26839  0.329
70 H 6.48064 -1.25888 -1.73456  0.164
71 H 6.48833 -2.93005 -2.28295  0.340
72 H 4.36068 -1.83704 -2.90658  -0.169
73 H 5.26239 -2.27591 -4.36204  0.384
74 C -7.10241 -5.10018 -10.60441  -1.138
75 C -6.75798 -3.87615 -9.76279  -0.434
76 C -5.46635 -4.05072 -8.95759  -0.387
77 C -5.59722 -5.19169 -8.02197  0.261
78 N -5.69804 -6.07400 -7.30001  -0.416
79 H -7.28231 -5.97852 -9.98149  0.349
80 H -8.01033 -4.92042 -11.18121  0.339
81 H -6.29667 -5.33434 -11.30407  0.297
82 H -7.58916 -3.66478 -9.08546  0.291
83 H -6.65125 -3.01025 -10.41963  0.318
84 H -5.25482 -3.14659 -8.38344  0.285
85 H -4.62096 -4.23414 -9.62330  0.323
86 C -1.32064 10.21628 6.82771  -1.107
87 C -0.09883 10.86959 6.19053  -0.410
88 C 0.29696 10.22238 4.86001  -0.382
89 C 0.63215 8.79406 5.06637  0.218
90 N 0.89068 7.69065 5.22576  -0.423
91 H -1.13321 9.16923 7.07492  0.316
92 H -1.58341 10.72614 7.75534  0.332
93 H -2.18378 10.26260 6.15890  0.298
94 H 0.73869 10.81598 6.89021  0.294
95 H -0.30812 11.92803 6.02113  0.307
96 H 1.16479 10.73023 4.43678  0.302
97 H -0.52100 10.29404 4.14047  0.277
98 C 0.67783 2.28557 7.88517  -1.161
99 C 1.90274 2.93687 7.25196  -0.515
100 C 2.30385 2.28720 5.92425  0.237
101 C 2.63745 0.85824 6.13324  0.178
102 N 2.89406 -0.24574 6.29462  -0.472
103 H 0.86348 1.23899 8.13508  0.377
104 H 0.41143 2.79760 8.81081  0.338
105 H -0.18249 2.33118 7.21251  0.276
106 H 2.73719 2.88394 7.95571  0.313
107 H 1.69459 3.99533 7.07950  0.323
108 H 3.17315 2.79558 5.50513  0.213
109 H 1.48969 2.35865 5.20051  -0.132

Atomic forces in eV per Å
C -1.2 -0.2 -0.4
C 1.9 -0.2 0.6
N -1.5 -3.4 -0.5
C -1.3 1.6 -0.3
C 0.1 -1.2 0.6
C 0.9 -0.4 -0.6
C -0.7 1.2 -1.7
N 0.7 -1.1 0.0
C 0.6 0.8 1.1
C -0.3 0.8 0.7
O -0.2 -0.8 0.2
C 0.8 2.6 0.4
H -0.3 0.7 -0.1
H -0.7 -0.1 -0.3
H 0.4 -0.7 0.1
H -0.3 0.0 0.7
H 0.7 -0.1 0.4
H -0.3 0.2 0.8
H 0.1 0.4 -0.1
H -0.2 0.2 0.0
H -0.6 -0.2 -0.6
H 0.3 0.2 -0.8
H -0.4 -0.7 -0.2
H 0.7 -0.5 -0.3
H 0.6 0.4 0.1
C 0.1 0.1 -0.1
C -0.2 -0.2 -0.2
C -0.4 0.2 -0.2
C 1.0 -0.2 0.0
N -0.5 0.1 0.1
H 0.0 0.0 0.1
H 0.1 0.0 0.1
H 0.0 0.0 -0.1
H 0.1 0.0 0.1
H 0.0 0.1 0.1
H -0.1 0.0 0.1
H -0.1 0.0 0.0
C 0.0 0.0 0.0
C 0.1 0.4 0.2
C 0.4 0.1 -0.3
C -1.0 0.0 0.2
N 0.5 0.0 0.1
H 0.0 0.0 0.0
H 0.0 0.0 0.1
H 0.0 0.1 0.0
H 0.0 -0.1 0.1
H 0.0 -0.1 0.0
H 0.1 -0.1 0.0
H 0.1 0.0 0.0
C 0.0 -0.1 0.0
C 0.1 -0.2 -0.2
C -0.4 -0.3 -0.1
C 0.8 0.6 -0.1
N -0.4 -0.3 0.1
H 0.0 0.1 0.1
H 0.1 0.0 0.1
H 0.0 0.0 -0.1
H 0.0 0.1 0.1
H 0.0 0.1 0.1
H 0.0 -0.1 0.1
H 0.0 0.0 0.0
C 0.0 0.0 0.0
C 0.3 -0.1 0.0
C 0.2 0.4 0.1
C -0.3 -1.0 0.1
N 0.0 0.5 -0.1
H -0.1 0.0 0.0
H 0.0 0.0 0.0
H 0.0 0.0 0.0
H -0.1 0.0 0.0
H -0.1 0.0 0.0
H 0.0 0.1 -0.1
H 0.0 0.1 0.0
C 0.0 0.0 0.0
C -0.2 -0.1 -0.2
C -0.3 -0.3 0.2
C 0.3 0.7 -0.7
N -0.1 -0.4 0.2
H 0.1 0.0 0.0
H 0.1 0.0 0.0
H 0.0 0.0 0.0
H 0.1 0.1 0.0
H 0.1 0.0 0.1
H 0.1 -0.1 0.1
H 0.0 -0.1 0.1
C 0.0 0.0 0.0
C -0.2 0.0 0.3
C 0.1 -0.3 0.4
C -0.2 0.9 -0.4
N 0.1 -0.5 0.1
H 0.0 0.0 -0.1
H 0.0 0.0 -0.1
H 0.0 0.0 0.0
H 0.0 0.0 -0.1
H 0.1 0.0 -0.1
H 0.0 -0.1 -0.1
H 0.0 -0.1 0.0
C 0.0 0.0 0.0
C -0.2 0.0 0.3
C 0.1 -0.3 0.4
C -0.2 0.9 -0.4
N 0.1 -0.4 0.1
H 0.0 0.0 -0.1
H 0.0 0.0 -0.1
H 0.0 0.0 0.0
H 0.0 0.0 -0.1
H 0.1 0.0 -0.1
H 0.0 -0.1 -0.1
H 0.1 -0.1 0.0

For the electronic energy, the calculation gives -2014.7504 Eh. The LUMO energy is -0.123 Ha. The HOMO-LUMO gap is 9.141 eV. As for the HOMO energy: -0.45923 Ha. The net charge is +1.

***

The records above yield max |F| values of 5.97, 3.97, 1.99, 3.76 eV/A, respectively.